Below is a molecular structure, C25H25ClF6HgN5O4P, with properties calculated with the ωB97M-V functional and the def2-TZVPD basis.

Structure (XYZ):
```
68
Properties=species:S:1:pos:R:3
Hg 0.029 -0.203 0.039
Cl -0.068 -4.217 0.304
O 0.137 -2.876 -0.148
O 0.859 -5.101 -0.387
O 0.153 -4.269 1.695
O -1.431 -4.644 0.100
P -0.946 2.979 -2.149
F 0.171 2.402 -3.210
F -1.228 4.304 -3.064
F -2.248 2.192 -2.817
F -1.995 3.614 -1.068
F -0.719 1.715 -1.164
F 0.209 3.741 -1.265
N 0.416 1.800 1.410
C -0.512 2.665 1.954
C -0.300 3.569 2.964
C 1.011 3.757 3.366
C 2.032 3.049 2.790
C 1.692 2.076 1.838
H -1.486 2.550 1.501
H -1.179 4.078 3.331
H 1.244 4.454 4.157
H 3.074 3.225 3.016
H 2.480 1.542 1.328
N 0.983 -0.913 2.136
C 0.505 -0.785 3.423
C 1.076 -1.213 4.591
C 2.340 -1.775 4.490
C 2.988 -1.823 3.249
C 2.262 -1.406 2.113
H -0.470 -0.319 3.443
H 0.615 -1.072 5.557
H 2.751 -2.153 5.414
H 3.908 -2.365 3.092
H 2.740 -1.592 1.163
N -0.868 -0.693 -2.164
C -0.114 -0.423 -3.343
C -0.575 -0.691 -4.640
C -1.826 -1.325 -4.775
C -2.535 -1.675 -3.650
C -2.063 -1.350 -2.372
H 0.888 -0.059 -3.166
H 0.013 -0.617 -5.543
H -2.196 -1.638 -5.740
H -3.534 -2.054 -3.804
H -2.624 -1.661 -1.503
N 2.052 0.201 -0.972
C 2.708 -0.933 -1.492
C 3.823 -0.890 -2.324
C 4.372 0.320 -2.627
C 3.790 1.483 -2.136
C 2.633 1.387 -1.371
H 2.201 -1.875 -1.344
H 4.198 -1.830 -2.703
H 5.160 0.391 -3.363
H 4.099 2.502 -2.313
H 2.106 2.313 -1.196
N -2.264 -0.312 0.717
C -2.679 -1.475 1.263
C -4.014 -1.905 1.324
C -5.027 -1.050 0.845
C -4.710 0.216 0.405
C -3.343 0.567 0.378
H -1.883 -2.051 1.713
H -4.182 -2.887 1.741
H -6.064 -1.327 0.960
H -5.530 0.877 0.164
H -3.109 1.474 -0.160
```

Summary:
LUMO level (alpha / beta) ... 2.031 / 2.033 eV
Charge ... -1
HOMO (alpha / beta) ... -1.4678 / -5.6372 eV
Gap between HOMO and LUMO (alpha / beta) ... 0.129 / 0.282 Ha
2S+1 ... 2